Entry 1:
The following is a DFT calculation (wB97M-V/def2-TZVPD) of C8H20F2Li3N2O11S2 as an isolated structure in a non-equilibrium geometry.

The calculation puts the HOMO energy at -12.5935 eV. The calculation puts the LUMO energy at -3.5 eV.

Geometry as ORCA input:
```
! RIJCOSX wB97M-V def2-TZVPD def2/J DEFGRID3
* xyz 1 1
Li 0.3900 -2.0006 -3.4960
Li -3.8280 -3.1752 -0.5604
Li 0.3519 0.3707 0.7693
N -0.4627 -3.6390 -4.2356
S 0.2915 -4.9641 -3.3927
O 0.0761 -6.3388 -3.8901
O 0.6741 -4.6835 -2.0080
F 1.6376 -4.6582 -4.1371
S -1.7768 -4.1983 -3.9225
O -2.3274 -4.2080 -2.5331
O -2.1686 -5.2706 -4.8114
F -2.4306 -2.9220 -4.5764
N -1.5605 -1.1966 -1.3195
O -1.0401 -0.8014 -0.2738
O -2.6725 -1.7860 -1.2946
O -0.9262 -1.0485 -2.3655
C -1.1025 2.8072 -0.7070
O -0.9956 2.0372 0.5772
C -2.1626 1.8314 1.2698
C -1.8102 1.2417 2.6639
O -0.7417 0.3464 2.3921
C -0.7356 -0.5833 3.4953
H -0.1676 3.3068 -0.9607
H -1.9384 3.5057 -0.6676
H -1.3222 2.1048 -1.5110
H -2.7632 1.0887 0.7447
H -2.7060 2.7746 1.3273
H -2.7447 0.7952 3.0036
H -1.5048 2.0475 3.3313
H -0.5791 -0.0872 4.4532
H -0.0386 -1.4197 3.4424
H -1.6918 -1.0998 3.5793
C 1.8571 1.9059 3.8470
O 2.1289 1.5123 2.4752
C 2.6959 2.5521 1.6409
C 3.0541 2.0194 0.2560
O 1.9612 1.3022 -0.3440
C 2.2420 1.0952 -1.7589
H 2.5481 2.6171 4.2995
H 1.6857 1.0451 4.4933
H 0.8217 2.2171 3.7083
H 3.6751 2.9229 1.9440
H 1.9669 3.3567 1.5445
H 3.8601 1.2873 0.3066
H 3.3773 2.8678 -0.3472
H 1.3713 0.6646 -2.2535
H 3.1212 0.4579 -1.8541
H 2.4101 1.9993 -2.3440
*
```

Computed Löwdin charges, given in elementary charges: atom 1 (Li): 0.77, atom 2 (Li): 0.88, atom 3 (Li): 0.70, atom 4 (N): -0.33, atom 5 (S): 0.61, atom 6 (O): -0.23, atom 7 (O): -0.28, atom 8 (F): -0.19, atom 9 (S): 0.37, atom 10 (O): -0.34, atom 11 (O): -0.24, atom 12 (F): -0.19, atom 13 (N): -0.54, atom 14 (O): -0.03, atom 15 (O): -0.11, atom 16 (O): -0.07, atom 17 (C): 0.01, atom 18 (O): -0.26, atom 19 (C): -0.22, atom 20 (C): -0.17, atom 21 (O): -0.27, atom 22 (C): -0.07, atom 23 (H): 0.09, atom 24 (H): 0.09, atom 25 (H): 0.09, atom 26 (H): 0.12, atom 27 (H): 0.13, atom 28 (H): 0.13, atom 29 (H): 0.13, atom 30 (H): 0.10, atom 31 (H): 0.10, atom 32 (H): 0.09, atom 33 (C): -0.05, atom 34 (O): -0.21, atom 35 (C): -0.17, atom 36 (C): -0.18, atom 37 (O): -0.25, atom 38 (C): -0.06, atom 39 (H): 0.10, atom 40 (H): 0.08, atom 41 (H): 0.07, atom 42 (H): 0.13, atom 43 (H): 0.13, atom 44 (H): 0.13, atom 45 (H): 0.13, atom 46 (H): 0.07, atom 47 (H): 0.10, atom 48 (H): 0.10



Entry 2:
The following is a DFT calculation (wB97M-V/def2-TZVPD) of a 2-piece molecular cluster, C20H39BIN3O9P overall in a non-equilibrium geometry.

The calculation puts the HOMO energy at -5.1401 eV. The calculation puts the LUMO energy at 2.0 eV.

Geometry as ORCA input:
```
! RIJCOSX wB97M-V def2-TZVPD def2/J DEFGRID3
* xyz -1 1
C -6.0080 5.7729 1.6199
C -5.0921 4.6279 1.0912
C -5.9015 3.3601 0.7426
C -6.2919 3.2745 -0.7536
C -5.4654 2.2170 -1.5371
C -4.8027 2.8140 -2.7884
C -3.6343 1.9521 -3.2964
C -2.2859 2.3258 -2.5751
C -1.8912 1.1496 -1.6736
C -0.5448 1.3005 -0.9437
N 0.6200 0.7355 -1.6927
C 0.7793 1.1242 -2.8297
O 0.9467 1.5415 -3.8992
C -0.3458 2.8148 -0.5835
O 0.6992 3.3951 -0.9381
O -1.2726 3.3287 0.0937
N -0.6586 0.5841 0.3394
C 0.4849 0.8410 1.1998
C -0.0142 1.6239 2.4364
O -1.0669 1.3773 2.9091
I 1.2197 3.1355 3.3695
B -0.8841 -0.8638 0.1922
N -2.2036 -1.4094 0.4826
O 0.1013 -1.7898 -0.1763
H -6.3061 6.4475 0.8167
H -5.5008 6.2992 2.4289
H -6.9219 5.3391 2.0342
H -4.3299 4.4170 1.8394
H -4.5973 5.0320 0.2057
H -6.8255 3.3528 1.3290
H -5.3095 2.5061 1.0813
H -6.1178 4.2590 -1.1940
H -7.3510 3.0134 -0.8103
H -4.6746 1.8947 -0.8541
H -6.0836 1.3471 -1.7714
H -4.4358 3.7989 -2.4851
H -5.5689 2.9616 -3.5576
H -3.8854 0.9191 -3.0276
H -3.5078 2.0005 -4.3790
H -1.5735 2.4950 -3.3834
H -2.4960 3.2353 -2.0208
H -2.6900 1.0325 -0.9423
H -1.9073 0.2461 -2.2991
H 0.8435 -0.1186 1.6004
H 1.3293 1.3110 0.6926
H -2.1036 -1.9733 1.3238
H -2.8250 -0.6538 0.7531
H -0.1742 -2.1218 -1.0383
O 5.7451 -5.2175 -0.1844
P 5.4187 -4.0076 0.6116
O 6.6763 -2.9969 0.4176
C 6.8742 -2.3889 -0.8610
C 5.8457 -1.3090 -1.1522
O 5.7077 -4.5233 2.1405
C 5.8412 -5.9088 2.4387
C 7.2987 -6.3264 2.4470
O 4.3939 -2.8678 1.1738
C 2.9741 -3.0739 0.9537
C 2.4582 -4.3054 1.6700
H 6.8623 -3.1558 -1.6415
H 7.8713 -1.9495 -0.8410
H 4.8499 -1.7388 -1.2859
H 6.1043 -0.7711 -2.0650
H 5.7843 -0.6008 -0.3270
H 5.2610 -6.5150 1.7427
H 5.4098 -6.0633 3.4305
H 7.8118 -5.9961 1.5443
H 7.3914 -7.4115 2.5251
H 7.8185 -5.8728 3.2927
H 2.7838 -3.1422 -0.1189
H 2.4646 -2.1866 1.3203
H 2.8985 -5.2201 1.2583
H 1.3755 -4.3765 1.5658
H 2.7148 -4.2717 2.7289
*
```

Computed Löwdin charges, given in elementary charges: atom 1 (C): -0.11, atom 2 (C): -0.24, atom 3 (C): -0.21, atom 4 (C): -0.20, atom 5 (C): -0.20, atom 6 (C): -0.22, atom 7 (C): -0.19, atom 8 (C): -0.16, atom 9 (C): -0.12, atom 10 (C): -0.34, atom 11 (N): 0.20, atom 12 (C): -0.33, atom 13 (O): 0.16, atom 14 (C): -0.68, atom 15 (O): -0.02, atom 16 (O): -0.04, atom 17 (N): 0.03, atom 18 (C): -0.16, atom 19 (C): -0.80, atom 20 (O): 0.01, atom 21 (I): 0.73, atom 22 (B): -0.69, atom 23 (N): 0.18, atom 24 (O): 0.11, atom 25 (H): 0.06, atom 26 (H): 0.06, atom 27 (H): 0.05, atom 28 (H): 0.10, atom 29 (H): 0.10, atom 30 (H): 0.09, atom 31 (H): 0.10, atom 32 (H): 0.10, atom 33 (H): 0.10, atom 34 (H): 0.09, atom 35 (H): 0.11, atom 36 (H): 0.10, atom 37 (H): 0.11, atom 38 (H): 0.10, atom 39 (H): 0.10, atom 40 (H): 0.11, atom 41 (H): 0.10, atom 42 (H): 0.10, atom 43 (H): 0.13, atom 44 (H): 0.12, atom 45 (H): 0.12, atom 46 (H): 0.08, atom 47 (H): 0.07, atom 48 (H): 0.10, atom 49 (O): -0.23, atom 50 (P): 0.53, atom 51 (O): -0.20, atom 52 (C): -0.28, atom 53 (C): -0.08, atom 54 (O): -0.21, atom 55 (C): -0.31, atom 56 (C): -0.08, atom 57 (O): -0.19, atom 58 (C): -0.26, atom 59 (C): -0.07, atom 60 (H): 0.11, atom 61 (H): 0.11, atom 62 (H): 0.07, atom 63 (H): 0.08, atom 64 (H): 0.09, atom 65 (H): 0.10, atom 66 (H): 0.11, atom 67 (H): 0.07, atom 68 (H): 0.07, atom 69 (H): 0.07, atom 70 (H): 0.11, atom 71 (H): 0.11, atom 72 (H): 0.07, atom 73 (H): 0.08, atom 74 (H): 0.09



Entry 3:
The following is a DFT calculation (wB97M-V/def2-TZVPD) of H2N4O2 as an isolated structure in a non-equilibrium geometry.

The calculation puts the HOMO energy at -8.9803 eV. The calculation puts the LUMO energy at -0.6 eV.

Geometry as ORCA input:
```
! RIJCOSX wB97M-V def2-TZVPD def2/J DEFGRID3
* xyz 0 1
N 0.1298 1.6884 0.1883
N -2.5170 0.7811 -0.2022
N 1.0667 1.0571 0.1101
N -1.3178 0.4906 0.0402
O -3.4485 0.0270 -0.0534
O -0.7689 -0.8185 0.3475
H -0.5104 -0.9785 1.2906
H 0.8475 0.0754 0.1677
*
```

Computed Löwdin charges, given in elementary charges: atom 1 (N): 0.16, atom 2 (N): -0.17, atom 3 (N): 0.11, atom 4 (N): -0.15, atom 5 (O): -0.06, atom 6 (O): -0.08, atom 7 (H): 0.12, atom 8 (H): 0.07



Entry 4:
The following is a DFT calculation (wB97M-V/def2-TZVPD) of C18H19CrN4O6 as an isolated structure in a non-equilibrium geometry.

The calculation puts the HOMO energy (spin up / spin down) at -8.1534 / -8.2014 eV. The calculation puts the LUMO energy (spin up / spin down) at -0.1 / -0.2 eV.

Geometry as ORCA input:
```
! RIJCOSX wB97M-V def2-TZVPD def2/J DEFGRID3
* xyz 0 4
Cr -0.3286 -0.0189 -0.0531
O 1.9166 0.0992 0.3196
C 2.6057 0.9570 1.2728
C 2.0455 0.6866 2.6451
N 0.6640 1.0633 2.7360
C 0.3648 2.4597 2.5533
C 0.0196 2.7757 1.1012
O 0.3236 3.8442 0.6033
O -0.6270 1.8295 0.4824
C -0.1662 0.2363 3.5722
C -0.5587 -1.0617 2.8758
O -0.7025 -2.0828 3.5163
O -0.7313 -0.9833 1.5853
H 2.3626 0.1908 -0.5291
H 3.6688 0.7179 1.2463
H 2.4677 2.0004 0.9836
H 2.1259 -0.3854 2.8406
H 2.6878 1.2055 3.3763
H -0.5153 2.7264 3.1421
H 1.1825 3.1159 2.8697
H 0.2844 -0.0181 4.5371
H -1.1001 0.7654 3.7696
O -3.4009 0.0685 -2.6422
C -2.4010 0.2465 -1.9671
N -2.0373 -0.3767 -0.8322
C -2.5147 -1.7239 -0.5958
C -1.3035 -2.6248 -0.6865
C -1.3801 -4.0058 -0.7268
C -0.2171 -4.7462 -0.7901
C 1.0059 -4.0904 -0.8121
C 1.0091 -2.7151 -0.7575
N -0.1169 -1.9943 -0.7043
C -1.3231 1.2011 -2.4325
C -1.5629 2.1489 -3.4007
C -0.5158 2.9500 -3.8196
C 0.7376 2.7548 -3.2641
C 0.8907 1.7760 -2.3037
N -0.1138 1.0033 -1.8902
H -3.2506 -1.9988 -1.3519
H -2.9684 -1.8382 0.3891
H -2.3505 -4.4834 -0.7031
H -0.2589 -5.8282 -0.8168
H 1.9405 -4.6321 -0.8555
H 1.9379 -2.1619 -0.7330
H -2.5658 2.2318 -3.7968
H -0.6733 3.7202 -4.5637
H 1.5863 3.3601 -3.5515
H 1.8566 1.6352 -1.8378
*
```

Computed Löwdin charges, given in elementary charges: atom 1 (Cr): 0.95, atom 2 (O): -0.11, atom 3 (C): -0.15, atom 4 (C): -0.16, atom 5 (N): -0.18, atom 6 (C): -0.09, atom 7 (C): -0.60, atom 8 (O): 0.05, atom 9 (O): -0.13, atom 10 (C): -0.08, atom 11 (C): -0.58, atom 12 (O): 0.06, atom 13 (O): -0.13, atom 14 (H): 0.08, atom 15 (H): 0.13, atom 16 (H): 0.12, atom 17 (H): 0.14, atom 18 (H): 0.13, atom 19 (H): 0.13, atom 20 (H): 0.13, atom 21 (H): 0.13, atom 22 (H): 0.14, atom 23 (O): 0.07, atom 24 (C): -0.47, atom 25 (N): -0.07, atom 26 (C): -0.12, atom 27 (C): -0.21, atom 28 (C): 0.01, atom 29 (C): -0.04, atom 30 (C): -0.04, atom 31 (C): -0.09, atom 32 (N): 0.03, atom 33 (C): -0.16, atom 34 (C): 0.03, atom 35 (C): -0.02, atom 36 (C): -0.03, atom 37 (C): -0.09, atom 38 (N): 0.04, atom 39 (H): 0.13, atom 40 (H): 0.14, atom 41 (H): 0.13, atom 42 (H): 0.11, atom 43 (H): 0.11, atom 44 (H): 0.11, atom 45 (H): 0.13, atom 46 (H): 0.12, atom 47 (H): 0.11, atom 48 (H): 0.11